a | # C21H27N3O3

An isolated molecule of C21H27N3O3 (the ωB97M-V functional and the def2-TZVPD basis, the Open Molecules 2025 dataset).

Each line ends with the natural charge from an NBO analysis.
Cartesian coordinates (Å):
C -7.635 -0.989 1.028  -0.64
C -6.477 -0.987 0.033  -0.05
O -5.405 -0.149 0.400  -0.56
C -5.663 1.235 0.306  -0.06
C -4.344 1.993 0.436  -0.43
C -3.353 1.639 -0.687  -0.22
N -2.150 1.010 -0.189  -0.42
C -2.234 -0.280 0.441  -0.32
C -1.183 -1.231 -0.122  0.69
O -1.482 -2.360 -0.461  -0.63
N 0.061 -0.707 -0.159  -0.44
C 0.229 0.714 0.144  -0.10
C 1.506 1.330 -0.443  -0.41
C 2.659 0.448 -0.153  -0.14
C 2.490 -0.903 -0.114  0.23
N 3.689 -1.509 0.168  -0.54
C 4.646 -0.544 0.316  0.12
C 5.999 -0.657 0.604  -0.23
C 6.732 0.508 0.697  -0.22
C 6.137 1.758 0.508  -0.24
C 4.796 1.879 0.222  -0.20
C 4.030 0.718 0.123  -0.02
C 1.208 -1.626 -0.376  0.09
C 1.183 -2.103 -1.836  -0.61
C 1.111 -2.819 0.587  -0.62
C -0.944 1.558 -0.391  0.68
O -0.771 2.634 -0.930  -0.63
H -8.347 -1.761 0.751  0.22
H -7.262 -1.195 2.028  0.21
H -8.149 -0.031 1.034  0.20
H -6.036 -1.986 -0.025  0.19
H -6.845 -0.706 -0.966  0.16
H -6.134 1.462 -0.664  0.16
H -6.349 1.558 1.103  0.17
H -4.560 3.061 0.429  0.22
H -3.898 1.746 1.400  0.21
H -3.025 2.536 -1.216  0.25
H -3.831 0.959 -1.399  0.20
H -3.228 -0.699 0.284  0.27
H -2.060 -0.198 1.525  0.20
H 0.250 0.841 1.241  0.21
H 1.636 2.325 -0.020  0.24
H 1.374 1.453 -1.522  0.23
H 3.846 -2.498 0.249  0.41
H 6.460 -1.623 0.750  0.21
H 7.787 0.456 0.919  0.21
H 6.749 2.644 0.589  0.21
H 4.342 2.848 0.074  0.21
H 1.234 -1.248 -2.507  0.21
H 0.265 -2.651 -2.025  0.24
H 2.033 -2.752 -2.033  0.21
H 1.182 -2.477 1.618  0.21
H 0.171 -3.344 0.449  0.26
H 1.917 -3.520 0.390  0.20

Values from the calculation:
SMILES: CCOCCCN1CC(=O)N2[C@@H](Cc3c([nH]c4ccccc34)C2(C)C)C1=O
Net charge: 0
2S+1: 1
Frontier orbital gap: 8.52 eV
Highest occupied orbital energy: -0.2863 Eh

=====

b | # C21H27N3O3

An isolated molecule of C21H27N3O3 (the ωB97M-V functional and the def2-TZVPD basis, the Open Molecules 2025 dataset).

Each line ends with the natural charge from an NBO analysis.
Cartesian coordinates (Å):
C 0.584 3.769 -0.537  -0.61
C 0.488 3.424 -2.021  -0.22
N 1.698 2.807 -2.495  -0.13
N 2.581 3.505 -3.193  -0.26
C 3.596 2.695 -3.452  0.13
C 4.773 3.139 -4.245  -0.64
C 3.365 1.437 -2.876  -0.31
C 2.131 1.547 -2.252  0.03
C 1.287 0.540 -1.579  0.66
O 0.094 0.440 -1.834  -0.64
N 1.911 -0.309 -0.725  -0.42
C 3.143 -0.030 -0.022  -0.22
C 2.837 0.425 1.410  -0.41
C 1.954 -0.590 2.131  -0.39
C 0.685 -0.860 1.317  -0.33
C -0.157 -1.957 1.961  0.60
O 0.394 -2.878 2.529  -0.56
C -1.622 -1.839 1.834  -0.24
C -2.194 -1.067 0.819  -0.08
C -3.560 -0.959 0.665  -0.37
C -4.408 -1.616 1.553  0.42
O -5.762 -1.577 1.515  -0.50
C -6.390 -0.824 0.504  -0.25
C -3.847 -2.385 2.572  -0.29
C -2.480 -2.521 2.723  0.08
C -1.962 -3.379 3.831  -0.63
C 1.114 -1.330 -0.083  -0.22
H -0.315 4.287 -0.219  0.22
H 1.444 4.409 -0.352  0.21
H 0.688 2.862 0.055  0.20
H 0.349 4.329 -2.614  0.22
H -0.343 2.735 -2.195  0.24
H 5.688 3.027 -3.665  0.22
H 4.649 4.181 -4.522  0.23
H 4.869 2.538 -5.149  0.22
H 3.990 0.569 -2.936  0.23
H 3.703 0.742 -0.547  0.23
H 3.739 -0.948 0.001  0.19
H 3.774 0.561 1.951  0.22
H 2.326 1.391 1.372  0.20
H 2.492 -1.531 2.265  0.22
H 1.687 -0.215 3.121  0.21
H 0.110 0.064 1.226  0.22
H -1.575 -0.555 0.100  0.22
H -3.948 -0.364 -0.146  0.22
H -6.128 0.236 0.572  0.18
H -7.459 -0.942 0.669  0.20
H -6.134 -1.199 -0.492  0.18
H -4.522 -2.888 3.248  0.22
H -2.769 -3.666 4.501  0.21
H -1.190 -2.862 4.397  0.23
H -1.504 -4.277 3.422  0.24
H 0.250 -1.533 -0.717  0.24
H 1.714 -2.240 0.010  0.21

Values from the calculation:
SMILES: CCn1nc(C)cc1C(=O)N1CCC[C@H](C(=O)c2ccc(OC)cc2C)C1
Net charge: 0
2S+1: 1
Frontier orbital gap: 9.30 eV
Highest occupied orbital energy: -0.3197 Eh

=====

The winner here is a, beating the second structure by 0.0258 hartree.

=====

a | # C21H27ClN2O5

An isolated molecule of C21H27ClN2O5 (the ωB97M-V functional and the def2-TZVPD basis, the Open Molecules 2025 dataset).

Each line ends with the natural charge from an NBO analysis.
Cartesian coordinates (Å):
C 4.354 4.878 -2.305  -0.25
O 3.357 4.192 -3.059  -0.53
C 2.442 3.531 -2.289  0.34
C 2.599 2.161 -2.064  -0.06
C 3.778 1.431 -2.641  -0.64
C 1.636 1.496 -1.319  -0.12
C 0.535 2.163 -0.795  -0.15
C -0.454 1.358 -0.006  0.67
O -0.539 0.145 -0.141  -0.65
N -1.236 2.033 0.870  -0.61
C -2.199 1.329 1.700  -0.22
C -3.503 1.042 0.964  -0.42
C -4.439 0.175 1.781  -0.05
O -3.780 -1.047 2.042  -0.56
C -4.597 -2.048 2.614  -0.07
C -3.742 -3.286 2.749  -0.23
N -3.232 -3.650 1.418  -0.63
C -2.146 -4.533 1.399  0.63
O -2.227 -5.696 1.706  -0.53
C -0.931 -3.926 0.864  -0.15
C 0.029 -3.298 0.506  0.10
C 1.173 -2.506 0.085  -0.33
C 2.550 -3.109 0.381  -0.42
C 3.444 -2.324 -0.579  -0.07
O 2.600 -1.849 -1.636  -0.54
C 1.270 -2.312 -1.428  -0.05
C 0.374 3.520 -1.039  -0.21
C 1.327 4.193 -1.785  -0.10
Cl 1.105 5.880 -2.123  0.01
H 5.019 5.347 -3.025  0.20
H 3.906 5.644 -1.669  0.18
H 4.920 4.178 -1.685  0.17
H 3.663 0.359 -2.494  0.24
H 3.873 1.637 -3.708  0.23
H 4.711 1.751 -2.171  0.22
H 1.739 0.432 -1.151  0.23
H -1.056 3.007 1.037  0.40
H -1.753 0.389 2.020  0.23
H -2.386 1.936 2.588  0.20
H -4.008 1.978 0.712  0.21
H -3.270 0.526 0.031  0.23
H -4.707 0.663 2.730  0.16
H -5.369 -0.008 1.228  0.18
H -4.965 -1.735 3.599  0.17
H -5.459 -2.246 1.965  0.17
H -2.920 -3.075 3.442  0.19
H -4.332 -4.105 3.159  0.21
H -2.954 -2.783 0.968  0.39
H 1.085 -1.516 0.538  0.25
H 2.849 -2.998 1.422  0.22
H 2.544 -4.172 0.136  0.21
H 3.897 -1.456 -0.092  0.17
H 4.242 -2.938 -1.000  0.18
H 1.103 -3.261 -1.949  0.17
H 0.574 -1.561 -1.796  0.22
H -0.496 4.066 -0.702  0.22

Values from the calculation:
SMILES: COc1c(C)cc(C(=O)NCCCOCCNC(=O)C#C[C@H]2CCOC2)cc1Cl
Net charge: 0
2S+1: 1
Frontier orbital gap: 9.77 eV
Highest occupied orbital energy: -0.3396 Eh

=====

b | # C21H27ClN2O5

An isolated molecule of C21H27ClN2O5 (the ωB97M-V functional and the def2-TZVPD basis, the Open Molecules 2025 dataset).

Each line ends with the natural charge from an NBO analysis.
Cartesian coordinates (Å):
C 4.500 5.119 -2.207  -0.25
O 3.173 4.909 -2.686  -0.52
C 2.424 4.090 -1.887  0.25
C 2.284 2.743 -2.228  0.05
C 2.972 2.200 -3.449  -0.65
C 1.484 1.935 -1.435  -0.19
C 0.834 2.440 -0.315  -0.14
C -0.008 1.486 0.477  0.67
O -0.421 0.447 -0.015  -0.65
N -0.283 1.814 1.763  -0.61
C -1.025 0.888 2.607  -0.22
C -2.520 0.887 2.311  -0.43
C -3.246 -0.180 3.103  -0.05
O -2.803 -1.445 2.657  -0.54
C -3.284 -2.508 3.443  -0.06
C -2.849 -3.812 2.810  -0.24
N -3.636 -4.162 1.629  -0.61
C -3.040 -4.658 0.485  0.63
O -3.430 -5.661 -0.074  -0.56
C -1.899 -3.891 0.008  -0.20
C -0.961 -3.260 -0.398  0.19
C 0.156 -2.491 -0.922  -0.37
C 1.378 -3.319 -1.340  -0.42
C 2.088 -2.375 -2.316  -0.07
O 1.127 -1.398 -2.729  -0.54
C -0.154 -1.763 -2.231  -0.05
C 0.959 3.783 0.009  -0.21
C 1.751 4.599 -0.780  -0.08
Cl 1.882 6.286 -0.397  0.01
H 4.989 5.767 -2.929  0.20
H 4.490 5.604 -1.229  0.18
H 5.041 4.172 -2.139  0.17
H 2.671 1.168 -3.620  0.23
H 2.725 2.793 -4.329  0.23
H 4.058 2.229 -3.340  0.22
H 1.353 0.892 -1.697  0.25
H 0.204 2.583 2.185  0.40
H -0.634 -0.119 2.454  0.22
H -0.844 1.170 3.646  0.19
H -2.949 1.864 2.549  0.20
H -2.670 0.703 1.246  0.24
H -3.039 -0.069 4.179  0.15
H -4.331 -0.091 2.967  0.17
H -2.878 -2.439 4.462  0.16
H -4.380 -2.471 3.516  0.17
H -1.801 -3.722 2.522  0.22
H -2.923 -4.614 3.549  0.19
H -4.434 -4.746 1.847  0.39
H 0.438 -1.731 -0.190  0.26
H 2.005 -3.602 -0.497  0.22
H 1.047 -4.228 -1.842  0.21
H 2.919 -1.845 -1.844  0.17
H 2.472 -2.906 -3.191  0.18
H -0.671 -2.433 -2.929  0.17
H -0.735 -0.858 -2.078  0.22
H 0.424 4.225 0.839  0.22

Values from the calculation:
SMILES: COc1c(C)cc(C(=O)NCCCOCCNC(=O)C#C[C@H]2CCOC2)cc1Cl
Net charge: 0
2S+1: 1
Frontier orbital gap: 9.75 eV
Highest occupied orbital energy: -0.3372 Eh

=====

The winner here is b, beating the second structure by 0.0040 hartree.